1.
Below is one molecule with the formula C4H12N2O, with properties calculated with wB97M-V/def2-TZVPD.

CARTESIAN COORDINATES (ANGSTROEM)
N (2.32423, 1.08748, 0.95874)
C (1.96617, 0.54442, -0.34614)
C (1.20343, -0.76775, -0.31519)
N (-0.12541, -0.60386, 0.29313)
C (-1.00719, 0.30877, -0.46381)
C (-2.44129, -0.13945, -0.27686)
O (-2.87590, 0.14729, 1.05778)
H (-2.56503, -0.57205, 1.63078)
H (1.46684, 1.23893, 1.47974)
H (2.84067, 0.38397, 1.47008)
H (2.86006, 0.39638, -0.94787)
H (1.38797, 1.29143, -0.90067)
H (1.12137, -1.17291, -1.32612)
H (1.73829, -1.48905, 0.30251)
H (-0.57204, -1.51525, 0.26571)
H (-0.97060, 1.27833, 0.03161)
H (-0.69941, 0.37904, -1.51144)
H (-2.52993, -1.20382, -0.49038)
H (-3.12223, 0.40808, -0.91160)

SMILES string   NCCNCCO
E_HOMO   -0.3368 hartree
LUMO level   0.89 eV

Atomic partial charges in e from the natural (NBO) method, atoms 1 to 4: atom 1 (N): -0.821, atom 2 (C): -0.233, atom 3 (C): -0.232, atom 4 (N): -0.631

2.
Below is a 2-piece molecular cluster, C30H33N5 overall, with properties calculated with wB97M-V/def2-TZVPD.

CARTESIAN COORDINATES (ANGSTROEM)
C (-7.23841, -2.58751, 0.14926)
N (-6.82574, -1.26507, -0.26465)
C (-7.84596, -0.42980, -0.86652)
C (-5.52828, -0.87033, -0.15920)
C (-5.10478, 0.38927, -0.67094)
C (-3.76572, 0.71229, -0.69373)
C (-2.78073, -0.18191, -0.19596)
C (-1.39897, 0.17283, -0.33915)
C (-0.32088, -0.56125, 0.11281)
C (1.04697, -0.18972, -0.07673)
C (2.04022, -1.25765, -0.08717)
C (1.63399, -2.60090, -0.31496)
C (2.53591, -3.64557, -0.37750)
C (3.93315, -3.40357, -0.28125)
N (4.84692, -4.39758, -0.46913)
C (6.26642, -4.13157, -0.54096)
C (4.52161, -5.80645, -0.48420)
C (4.35147, -2.07248, -0.01119)
C (3.42710, -1.05494, 0.14970)
C (1.41133, 1.21240, -0.23929)
C (0.56221, 2.25599, 0.20968)
C (0.89139, 3.59653, 0.13575)
C (2.18682, 3.98867, -0.29404)
N (2.59575, 5.29234, -0.20840)
C (3.99544, 5.67435, -0.19749)
C (1.68579, 6.41601, -0.31374)
C (3.04692, 2.96520, -0.78549)
C (2.63411, 1.64418, -0.82592)
C (-3.21514, -1.38637, 0.40990)
C (-4.55287, -1.73441, 0.41116)
H (-6.92096, -2.78079, 1.18108)
H (-8.32829, -2.62557, 0.09469)
H (-6.82170, -3.38271, -0.48980)
H (-7.47850, 0.01125, -1.80203)
H (-8.71525, -1.06157, -1.08459)
H (-8.15808, 0.39288, -0.20270)
H (-5.83905, 1.09008, -1.06830)
H (-3.42871, 1.67425, -1.08051)
H (-1.22049, 1.05914, -0.95667)
H (-0.50802, -1.52148, 0.60093)
H (0.58093, -2.82089, -0.49304)
H (2.15327, -4.64620, -0.56189)
H (6.47625, -3.24267, -1.14677)
H (6.71194, -3.97522, 0.45322)
H (6.74614, -5.00342, -1.00147)
H (3.44387, -5.97433, -0.48790)
H (4.96036, -6.27123, -1.37958)
H (4.95925, -6.30983, 0.39376)
H (5.41403, -1.84436, 0.05810)
H (3.78988, -0.06674, 0.43417)
H (-0.39632, 2.02060, 0.66530)
H (0.17512, 4.34853, 0.47299)
H (4.58714, 4.97614, 0.40895)
H (4.41988, 5.70040, -1.21369)
H (4.06085, 6.68060, 0.23577)
H (0.64624, 6.08877, -0.25144)
H (1.89889, 7.13178, 0.49347)
H (1.83745, 6.93899, -1.27425)
H (4.03778, 3.22654, -1.15720)
H (3.27786, 0.91586, -1.31556)
H (-2.49207, -2.04054, 0.89708)
H (-4.86909, -2.68393, 0.84424)
C (-1.24282, 1.25685, 2.72912)
C (-1.72386, 0.05811, 3.22010)
N (-2.02954, -0.99680, 3.64280)
C (-2.11173, 2.28260, 2.40005)
N (-2.76603, 3.20548, 2.07478)
H (-0.16268, 1.44643, 2.78618)

E_HOMO   -0.2144 hartree
LUMO level   -1.55 eV

Atomic partial charges in e from the natural (NBO) method, atoms 1 to 4: atom 1 (C): -0.404, atom 2 (N): -0.391, atom 3 (C): -0.404, atom 4 (C): 0.250

3.
Below is C24H35N6SW as an isolated structure, with properties calculated with wB97M-V/def2-TZVPD.

CARTESIAN COORDINATES (ANGSTROEM)
W (-0.51510, -0.44352, -0.02608)
C (-3.32963, 3.56347, -2.29336)
C (-3.19280, 3.15561, -0.87731)
N (-3.65489, 3.77704, 0.15434)
N (-3.24889, 3.03010, 1.23025)
C (-2.52508, 1.96482, 0.89311)
S (-1.74233, 0.77496, 1.79481)
N (-2.49096, 2.03507, -0.45384)
N (-1.87239, 1.00919, -1.18803)
H (-3.90453, 4.48449, -2.33385)
H (-3.84311, 2.80311, -2.88379)
H (-2.34889, 3.74537, -2.73732)
H (-3.46979, 3.33153, 2.16504)
H (-1.25469, 1.41918, -1.88438)
H (-2.58902, 0.48893, -1.69482)
C (-2.79218, -2.21840, -1.61472)
N (-2.53357, -1.88277, -0.19974)
C (-3.79279, -1.41586, 0.40087)
C (-2.09511, -3.12800, 0.49417)
C (-0.73705, -3.51261, -0.02478)
C (-0.37048, -4.83032, -0.24144)
C (0.87830, -5.11205, -0.78377)
C (1.75058, -4.08306, -1.11054)
C (1.38804, -2.76614, -0.86355)
C (0.13623, -2.45595, -0.31488)
H (-3.60121, -2.95215, -1.69103)
H (-1.89664, -2.61754, -2.08226)
H (-3.10596, -1.33708, -2.17981)
H (-4.58358, -2.15952, 0.26580)
H (-4.10618, -0.47930, -0.06586)
H (-3.65018, -1.23093, 1.46087)
H (-2.83883, -3.91775, 0.33464)
H (-2.06162, -2.91091, 1.56366)
H (-1.05307, -5.63787, -0.00234)
H (1.16656, -6.14022, -0.96115)
H (2.71657, -4.31003, -1.54281)
H (2.09109, -1.97081, -1.08648)
C (1.98195, 1.18949, -2.53300)
C (2.09441, 2.38336, -1.58154)
C (0.79115, 3.17414, -1.46888)
C (2.66832, 2.03735, -0.22102)
C (3.79795, 2.74199, 0.17355)
C (4.39861, 2.51251, 1.39634)
C (3.88678, 1.53807, 2.22811)
C (2.77046, 0.77661, 1.88730)
C (2.42181, -0.34347, 2.85903)
C (2.66751, -1.73126, 2.26757)
C (1.05264, -0.26303, 3.53585)
C (2.13730, 1.06321, 0.65518)
N (0.98510, 0.36447, 0.26988)
H (1.70507, 1.52873, -3.53388)
H (1.23658, 0.46715, -2.19642)
H (2.93865, 0.67207, -2.61180)
H (2.81708, 3.06637, -2.03386)
H (0.02368, 2.53579, -1.04376)
H (0.47335, 3.53482, -2.45058)
H (0.90088, 4.03105, -0.80271)
H (4.20792, 3.48970, -0.49442)
H (5.27286, 3.07751, 1.69187)
H (4.37899, 1.33704, 3.17165)
H (3.15059, -0.22277, 3.66392)
H (1.91795, -1.98363, 1.52475)
H (2.61934, -2.48394, 3.05732)
H (3.65164, -1.79448, 1.79995)
H (0.23771, -0.53531, 2.86553)
H (0.85807, 0.73412, 3.93424)
H (1.02881, -0.96779, 4.37022)

E_HOMO   -0.3666 hartree
LUMO level   -2.92 eV
Charge   +1

Atomic partial charges in e from the natural (NBO) method, atoms 1 to 4: atom 1 (W): 1.072, atom 2 (C): -0.673, atom 3 (C): 0.367, atom 4 (N): -0.216

4.
Below is an isolated ion of composition C8H11N2O2S and charge +1, with properties calculated with wB97M-V/def2-TZVPD.

CARTESIAN COORDINATES (ANGSTROEM)
C (-1.05004, 0.23753, -0.82029)
C (-0.06883, 1.17893, -1.05208)
C (0.08771, 0.32676, 0.99423)
C (-0.27658, -3.38200, 0.36615)
C (-1.44667, -2.76447, 0.78842)
C (1.85101, 1.86639, 0.19197)
C (2.67665, 2.10521, -1.02560)
C (-1.84402, -1.28258, 0.96932)
N (-0.96986, -0.28838, 0.39829)
N (0.66522, 1.17481, 0.10432)
O (2.46066, 1.99442, 1.38214)
O (4.55456, 3.40217, 1.69570)
S (3.61546, 2.64650, 2.44868)
H (-1.88164, -0.07675, -1.50177)
H (0.23745, 1.55320, -2.01961)
H (0.39407, 0.17741, 2.01965)
H (-0.25468, -4.44653, 0.31677)
H (0.61253, -2.86490, -0.06410)
H (-2.28139, -3.52666, 1.16625)
H (2.16907, 1.67240, -1.97186)
H (3.67009, 1.80948, -0.85905)
H (2.70808, 3.23548, -1.28522)
H (-1.75779, -0.98697, 2.00001)
H (-2.77731, -1.20501, 0.47305)

SMILES string   C=CC[N+]1=C/[N+](=C(/C)OS[O-])C=C1
E_HOMO (spin up / spin down)   -0.4466 / -0.4104 hartree
LUMO level (spin up / spin down)   -4.15 / -4.30 eV
Charge   +1

Atomic partial charges in e from the natural (NBO) method, atoms 1 to 4: atom 1 (C): -0.005, atom 2 (C): -0.078, atom 3 (C): 0.201, atom 4 (C): -0.367

5.
Below is C46H54BrI2N5O4Pb as an isolated structure, with properties calculated with wB97M-V/def2-TZVPD.

CARTESIAN COORDINATES (ANGSTROEM)
Pb (-1.38654, 1.61687, -0.32671)
O (-2.19078, 6.23940, -0.73227)
C (-2.74171, 6.39801, 0.48806)
C (-2.76703, 7.69320, 1.00430)
C (-3.29879, 7.93332, 2.25341)
C (-3.81914, 6.88884, 3.02025)
C (-3.79620, 5.60946, 2.51798)
C (-3.25787, 5.33288, 1.25010)
C (-3.17816, 3.94347, 0.78158)
O (-2.67499, 3.67950, -0.37881)
N (-3.57587, 2.98366, 1.61548)
N (-3.34774, 1.76262, 1.06673)
C (-4.08607, 0.77175, 1.38404)
C (-3.93313, -0.50155, 0.66665)
C (-4.80688, -1.55233, 0.91257)
C (-4.72931, -2.68927, 0.12562)
C (-3.78388, -2.74023, -0.88632)
C (-2.93762, -1.65565, -1.04894)
N (-2.99490, -0.56275, -0.29353)
H (-2.24320, 5.29103, -0.94944)
H (-2.36788, 8.49296, 0.39491)
H (-3.31781, 8.94545, 2.63682)
H (-4.24051, 7.08391, 3.99649)
H (-4.19483, 4.78657, 3.09525)
H (-4.89868, 0.89865, 2.09382)
H (-5.54600, -1.46313, 1.69730)
H (-5.40765, -3.51585, 0.28937)
H (-3.70930, -3.59483, -1.54399)
H (-2.19075, -1.66315, -1.83733)
C (3.87753, -4.15218, 1.91146)
C (4.49571, -2.74657, 1.74178)
C (5.43801, -2.47627, 2.92211)
C (5.30847, -2.70033, 0.44144)
C (3.31927, -1.78978, 1.69714)
C (2.65163, -1.55853, 0.53005)
C (1.46711, -0.79605, 0.53025)
N (0.70905, -0.59208, -0.51173)
C (0.62453, -1.37331, -1.58509)
C (0.68009, -2.76011, -1.57809)
C (0.48563, -3.47405, -2.74907)
C (0.19177, -2.79521, -3.99183)
C (0.03180, -1.45990, -4.10442)
C (0.25353, -0.65385, -2.86813)
O (0.11932, 0.53883, -2.80877)
C (-0.40350, -0.76439, -5.37815)
C (-1.79062, -0.14011, -5.11988)
C (-0.53054, -1.76068, -6.53207)
C (0.60551, 0.32238, -5.79158)
C (0.57078, -4.98738, -2.70303)
C (1.96695, -5.38122, -2.18141)
C (-0.50754, -5.49350, -1.72309)
C (0.35195, -5.65488, -4.06106)
C (1.02941, -0.07628, 1.81204)
O (0.02684, 0.60330, 1.78696)
C (1.84396, -0.29566, 3.03687)
C (2.87045, -1.15724, 2.93192)
C (1.55410, 0.48250, 4.31270)
C (0.08739, 0.35093, 4.75597)
C (2.42935, -0.00273, 5.47061)
C (1.91879, 1.94993, 4.02954)
H (4.68225, -4.88367, 1.99735)
H (3.26536, -4.21671, 2.81298)
H (3.26146, -4.41742, 1.05066)
H (6.31414, -3.11564, 2.82265)
H (5.78599, -1.44153, 2.93887)
H (4.98259, -2.71199, 3.88420)
H (6.17876, -3.34748, 0.54493)
H (4.74639, -3.06396, -0.41991)
H (5.66423, -1.69122, 0.22791)
H (3.00254, -1.97624, -0.40157)
H (0.85777, -3.27906, -0.64658)
H (0.06542, -3.41051, -4.86706)
H (-2.51335, -0.90542, -4.82596)
H (-1.76012, 0.63887, -4.35814)
H (-2.14635, 0.31748, -6.04339)
H (-1.29999, -2.51288, -6.34512)
H (-0.82095, -1.21784, -7.43080)
H (0.41517, -2.26292, -6.74616)
H (0.72449, 1.09316, -5.03564)
H (1.57975, -0.11672, -6.01447)
H (0.24111, 0.80364, -6.69984)
H (2.16359, -4.98369, -1.18505)
H (2.02523, -6.46837, -2.12234)
H (2.75185, -5.03641, -2.85660)
H (-0.35115, -5.13097, -0.70680)
H (-1.50605, -5.19621, -2.04927)
H (-0.47310, -6.58297, -1.69921)
H (1.10909, -5.36238, -4.79055)
H (0.42413, -6.73458, -3.93514)
H (-0.63685, -5.44240, -4.47131)
H (3.45841, -1.36100, 3.81108)
H (-0.12643, -0.66977, 5.07972)
H (-0.07926, 1.01084, 5.60840)
H (-0.62091, 0.62611, 3.97965)
H (2.24933, -1.05366, 5.70723)
H (3.49353, 0.14335, 5.27630)
H (2.18345, 0.57906, 6.35873)
H (1.35138, 2.35856, 3.19644)
H (1.70605, 2.55465, 4.91229)
H (2.98232, 2.04431, 3.80134)
Br (-0.79217, 4.93603, 4.90280)
C (-0.32192, 4.84691, 3.08545)
C (0.29745, 5.90716, 2.44613)
C (0.61547, 5.76652, 1.10413)
C (0.29776, 4.58590, 0.45888)
N (-0.30139, 3.56666, 1.08006)
C (-0.60581, 3.69563, 2.37298)
H (0.51578, 6.82146, 2.98116)
H (1.08310, 6.57257, 0.55689)
H (0.50296, 4.46155, -0.59870)
H (-1.11386, 2.86850, 2.85292)
I (-2.96899, 3.49080, -3.23638)
I (-2.79312, 3.28550, -5.88292)

E_HOMO   -0.4394 hartree
LUMO level   -8.41 eV
Charge   +2

Atomic partial charges in e from the Mulliken method, atoms 1 to 4: atom 1 (Pb): 1.022, atom 2 (O): -0.704, atom 3 (C): 0.409, atom 4 (C): -0.665

Energy above the lowest of the compared OMol25 structures with the same formula, charge and spin / kJ/mol: 150.2 0.0 68.9 331.4 28.3